Here is a cluster of 2 separate species, C33H39BO3S in total from the OMol25 dataset. Energies are from ωB97M-V/def2-TZVPD.

The geometry in XYZ format:
```
77
Properties=species:S:1:pos:R:3:forces:R:3:mulliken_charge:R:1
C 4.14699 3.33329 0.47871 0.274 0.215 0.024 -1.57
C 2.89506 2.51416 0.42188 -0.180 -0.174 -0.137 1.07
C 2.89431 1.25635 -0.18278 -0.167 0.193 0.207 -1.40
C 1.72246 0.50824 -0.25083 -0.165 0.102 0.169 0.00
C 0.52585 0.98706 0.30219 0.649 0.474 -0.634 0.77
C -0.76067 0.24344 0.21784 -0.889 -0.641 4.626 -0.28
C -0.74963 -1.22404 -0.04334 -0.060 -0.461 -0.183 0.29
C -1.81586 -1.85244 -0.70423 0.172 0.152 0.115 -0.51
C -1.74832 -3.19783 -1.04503 0.227 -0.205 0.317 -1.18
C -0.65113 -3.97241 -0.65016 -0.008 0.240 -0.106 1.27
C -0.54655 -5.42353 -1.00679 0.054 -0.325 -0.100 -1.49
C 0.35475 -3.38049 0.11892 -0.307 0.175 0.142 -1.39
C 0.27973 -2.03595 0.46647 -0.003 -0.175 -0.345 -0.13
C 0.53617 2.25395 0.91327 0.264 -0.156 -0.346 -0.15
C 1.70006 3.01121 0.95472 -0.047 -0.186 -0.026 -1.25
H 4.22015 3.86401 1.43406 0.069 -0.060 -0.143 0.40
H 5.03142 2.69900 0.36297 -0.086 0.140 0.036 0.38
H 4.16908 4.08813 -0.31865 0.009 -0.117 0.124 0.26
H 3.81934 0.85878 -0.60826 -0.265 0.112 0.105 0.32
H 1.74066 -0.46560 -0.74042 0.001 0.331 0.084 0.52
H -1.58774 0.78562 -0.24851 0.267 -0.129 -0.055 -0.13
H -2.71298 -1.27071 -0.92702 0.389 -0.186 -0.114 0.65
H -2.55300 -3.65948 -1.62137 0.156 0.101 0.225 0.30
H -0.54177 -6.05321 -0.10748 -0.036 0.098 -0.166 0.30
H -1.38510 -5.73415 -1.63613 0.131 -0.023 0.060 0.37
H 0.38824 -5.62770 -1.54434 -0.192 -0.004 0.043 0.32
H 1.19840 -3.98707 0.45533 -0.242 0.148 -0.003 0.37
H 1.03057 -1.60299 1.12927 -0.107 -0.078 -0.307 0.62
H -0.39135 2.64765 1.33448 0.213 -0.074 -0.071 0.45
H 1.69722 4.00018 1.41706 -0.028 -0.235 -0.071 0.40
C 5.52808 -0.61592 -4.95922 -0.733 -0.432 0.279 -0.83
O 4.39070 -1.43104 -4.58280 0.456 0.432 -0.200 -0.47
C 3.25601 -0.80026 -4.17194 -0.543 0.479 0.212 0.98
C 2.12244 -1.61563 -3.91911 1.057 0.325 -0.355 -0.98
C 0.93528 -1.04200 -3.52423 -0.101 0.709 0.230 -0.12
C 0.83819 0.35434 -3.31558 1.043 -0.466 -0.390 0.36
B -1.23211 0.11297 2.01164 0.369 0.744 -4.202 1.24
C -0.38617 0.96059 -2.84305 -1.130 1.545 -0.548 0.57
C -0.55120 2.27026 -2.40434 -0.069 -0.974 -0.124 -0.27
C -1.90265 2.60092 -2.12761 -0.468 -0.825 -0.182 -0.86
C -2.78096 1.55888 -2.39307 1.183 1.004 -0.263 0.66
C -4.23669 1.55068 -2.14097 -0.449 -0.158 0.026 -1.36
S -1.95533 0.22559 -3.11312 0.559 0.611 0.571 -0.20
O -2.56133 -0.01477 2.25677 0.368 -0.067 0.793 -0.57
C -2.64592 -0.20096 3.69836 0.020 -0.364 0.138 1.50
C -3.89834 0.50996 4.15858 -0.105 0.288 0.337 -1.82
C -2.79780 -1.69958 3.96072 0.031 -0.158 -0.001 -1.91
C -1.25653 0.37350 4.21986 -0.190 0.147 -0.042 1.56
C -1.31442 1.86460 4.54560 -0.002 0.196 -0.058 -1.87
C -0.61025 -0.36168 5.37068 -0.106 -0.334 0.281 -1.79
O -0.38332 0.20922 3.05890 -0.527 -0.037 0.179 -0.63
C 1.97735 1.15457 -3.55989 -0.701 -0.422 0.089 -0.63
C 3.16690 0.60016 -3.99747 0.301 -0.868 -0.121 -0.63
H 6.27200 -1.34132 -5.28503 0.009 0.194 0.018 0.25
H 5.27137 0.06698 -5.78219 0.037 -0.193 0.199 0.34
H 5.90254 -0.04068 -4.10025 -0.077 -0.162 -0.199 0.32
H 2.22282 -2.69119 -4.05726 -0.052 0.242 0.010 0.44
H 0.06398 -1.67466 -3.34944 0.198 0.123 0.067 0.20
H 0.28170 2.95230 -2.26771 -0.148 -0.150 0.140 0.29
H -2.23960 3.56089 -1.74217 0.092 -0.223 -0.005 0.40
H -4.59681 2.58135 -2.06433 -0.048 -0.201 -0.015 0.39
H -4.76244 1.04293 -2.95611 -0.115 0.112 0.183 0.36
H -4.46766 1.03175 -1.19988 -0.058 0.083 -0.196 0.22
H -4.02077 0.40086 5.24293 -0.005 0.074 -0.137 0.36
H -3.88248 1.57590 3.90867 0.005 -0.217 0.048 0.34
H -4.77155 0.05696 3.67445 0.218 0.071 0.065 0.44
H -2.95063 -1.88848 5.03102 0.087 0.013 -0.201 0.41
H -3.68007 -2.07263 3.42431 0.227 0.130 0.077 0.46
H -1.92419 -2.27321 3.61996 -0.203 0.188 0.052 0.26
H -1.86341 2.03090 5.48192 0.056 -0.021 -0.241 0.39
H -0.29366 2.24621 4.68083 -0.225 -0.140 -0.072 0.45
H -1.79327 2.44855 3.74602 0.127 -0.197 0.189 0.30
H -1.22195 -0.25536 6.27457 0.091 -0.079 -0.102 0.37
H -0.48186 -1.42776 5.15234 -0.006 0.258 0.058 0.35
H 0.37542 0.07051 5.57824 -0.201 -0.053 -0.104 0.45
H 1.92359 2.23164 -3.41053 -0.014 -0.268 -0.061 0.33
H 4.02861 1.23975 -4.20087 -0.350 -0.213 0.107 0.37
```
Forces are in eV/Å.

SMILES: Cc1ccc(C(B2OC(C)(C)C(C)(C)O2)c2ccc(C)cc2)cc1.COc1ccc(-c2ccc(C)s2)cc1
HOMO-LUMO gap: 7.80 eV
energy: -1929.72927 Ha
total charge: 0
max |F|: 4.75 eV/A
ΔE to the lowest compared entry with this formula, charge and spin: 5.0 kJ/mol
LUMO: 0.61 eV


Here is a structure of composition C33H39BeFN4P2 from the OMol25 dataset. Energies are from ωB97M-V/def2-TZVPD.

The geometry in XYZ format:
```
80
Properties=species:S:1:pos:R:3:forces:R:3:mulliken_charge:R:1
Be 1.22333 1.57007 0.87868 -2.923 -1.742 1.854 -0.04
C 0.14911 -1.38795 -3.32705 1.109 -0.602 -0.503 -0.56
C 1.37876 -0.88722 -3.49739 -0.283 -0.710 -0.619 -0.62
C 1.73410 0.55567 -3.39565 0.408 0.078 -0.048 -0.40
C 1.58353 1.04553 -1.94532 0.967 -0.229 -0.367 0.00
C 0.25794 1.64656 -1.62034 -0.397 0.430 0.193 -0.02
C -0.88761 1.69216 -2.32812 0.598 0.808 1.320 -0.74
C -1.20979 0.88196 -3.53466 -0.606 -1.067 -0.593 -0.87
C -1.13982 -0.65903 -3.24728 -1.103 0.342 0.440 -0.53
C 0.49539 2.57501 2.09337 0.633 1.396 -0.214 -0.95
H 0.04969 -2.48647 -3.28693 0.020 0.560 -0.209 0.38
H 2.22700 -1.53062 -3.79313 -0.633 -0.004 0.678 0.33
H 1.11245 1.17094 -4.04497 0.297 -0.046 0.106 -0.18
H 2.76641 0.67983 -3.75768 -0.361 -0.046 0.347 0.55
H 1.85964 0.22319 -1.25448 -0.366 0.269 -0.346 0.16
H 2.36534 1.80948 -1.76091 -0.303 0.101 -0.056 0.52
H 0.32132 2.16972 -0.63787 -0.758 0.330 -0.822 0.33
H -1.71365 2.33581 -1.94809 0.730 -0.643 -0.092 0.36
H -0.62108 1.12875 -4.42311 -0.191 0.013 0.152 0.14
H -2.25639 1.08606 -3.81156 0.350 -0.016 0.095 0.46
H -1.52778 -0.81345 -2.22375 -0.095 0.051 -0.300 0.11
H -1.86843 -1.18219 -3.91089 0.517 0.356 0.305 0.54
H -0.31241 2.04747 2.62354 0.321 -0.307 -0.484 0.28
H 0.01058 3.42721 1.58182 0.052 -0.044 0.238 0.22
H 1.08853 3.03257 2.89817 0.076 -0.009 -0.268 0.34
P 2.99900 6.38974 -3.09463 -0.162 3.336 -1.076 0.01
P 5.00021 4.01004 -4.12968 0.510 -0.060 -3.159 -0.13
N 1.52945 7.23013 -3.61075 -0.876 -0.374 -0.214 0.41
N 3.78125 7.89004 -2.52311 0.574 -0.361 0.794 0.30
N 4.01855 3.45285 -5.53013 -1.125 0.297 0.591 0.29
N 6.52931 3.34687 -4.69398 0.848 -0.117 0.353 0.32
C 3.82366 6.47957 -4.76575 0.066 -0.716 -0.300 -0.70
C 5.17025 5.73578 -4.83634 0.175 -0.084 0.583 -1.21
C 0.26613 7.02208 -3.03760 -0.083 1.013 -1.128 -0.59
C -0.64490 7.89378 -3.63608 1.075 -0.564 0.301 -0.58
C 0.07538 8.66572 -4.60256 1.069 -0.697 0.261 -0.75
C 1.39723 8.23320 -4.57871 -1.173 -0.267 0.406 -0.06
C 4.25906 8.00699 -1.21457 0.330 1.256 -0.914 -0.44
C 4.89647 9.23593 -1.08975 -0.556 -0.801 -0.455 -0.65
C 4.80927 9.90055 -2.35399 -0.794 -1.324 -0.257 -0.69
C 4.11535 9.05789 -3.21535 0.570 0.036 1.120 0.02
C 2.81781 2.78847 -5.27494 0.523 -0.066 -1.089 -0.75
C 2.20948 2.45895 -6.47722 0.334 0.423 0.718 -0.42
C 2.98657 3.05188 -7.51590 0.950 0.502 0.889 -1.35
C 4.07118 3.68708 -6.90714 -0.736 -0.617 -0.021 -0.09
C 7.05623 3.25168 -5.98935 0.725 -0.124 0.577 -0.11
C 8.37604 2.84102 -5.91538 -1.067 0.330 0.576 -0.60
C 8.69542 2.68347 -4.52612 -0.722 0.285 -0.004 -0.56
C 7.56283 3.00195 -3.79988 0.050 -0.037 -0.962 -0.43
H 4.00876 7.50306 -5.12033 -0.331 -0.417 0.330 0.32
H 3.08433 6.01729 -5.44033 0.356 0.011 -0.023 0.68
H 5.52865 5.71907 -5.88254 -0.087 -0.164 0.583 0.48
H 5.95301 6.23075 -4.23084 -0.362 0.018 -0.208 0.51
H 0.13414 6.24785 -2.30499 -0.047 -0.010 0.168 0.45
H -1.70330 7.96516 -3.43194 0.138 -0.067 0.096 0.41
H -0.31197 9.43622 -5.25837 0.034 -0.177 0.142 0.43
H 2.22279 8.51086 -5.21088 -0.192 0.067 0.099 0.32
H 4.08466 7.21312 -0.51402 0.036 -0.079 0.161 0.42
H 5.36125 9.61875 -0.20161 0.058 0.013 0.155 0.41
H 5.18656 10.87090 -2.61209 0.059 0.159 -0.002 0.45
H 3.84267 9.20908 -4.24582 0.078 0.083 0.243 0.15
H 2.50913 2.66648 -4.25479 0.056 -0.170 -0.020 0.80
H 1.31803 1.85512 -6.59195 0.049 0.246 0.027 0.48
H 2.78309 3.03669 -8.57932 0.070 -0.014 0.199 0.43
H 4.85396 4.28631 -7.34685 -0.207 -0.165 -0.014 0.48
H 6.46585 3.47014 -6.86161 0.121 -0.133 0.194 0.21
H 9.02694 2.68105 -6.76162 -0.053 -0.032 0.082 0.44
H 9.65547 2.37599 -4.13763 -0.170 0.028 0.108 0.40
H 7.38291 3.02342 -2.73487 0.032 -0.052 -0.092 0.38
F -0.04056 -4.17095 0.25471 0.041 0.644 0.186 -0.37
C 0.13400 -2.83599 0.51189 0.189 -0.073 0.184 0.43
C -0.97225 -1.99541 0.48455 0.177 0.643 0.130 -0.62
C -0.76419 -0.60543 0.65185 0.187 -1.020 -0.097 0.80
C 0.52985 -0.10594 0.87807 1.130 1.508 -0.540 -0.13
C 1.58005 -0.99665 1.04622 -0.273 -1.601 -0.211 -0.69
C 1.40377 -2.37923 0.83957 -0.048 0.215 0.167 -0.74
H -1.96680 -2.42399 0.34652 0.292 0.165 -0.065 0.42
H -1.64422 0.04277 0.60740 0.384 -0.050 -0.089 0.47
H 2.57320 -0.64267 1.33817 -0.124 -0.141 -0.183 0.33
H 2.22698 -3.07960 0.95181 -0.159 0.029 -0.109 0.42
```
Forces are in eV/Å.

HOMO-LUMO gap: 7.87 eV
energy: -2297.06465 Ha
total charge: 0
max |F|: 3.87 eV/A
LUMO: -0.50 eV